Record 1
# C6H11N

An isolated molecule of C6H11N at a distorted geometry (ωB97M-V with the def2-TZVPD basis set, the OMol25 dataset).

Summary:
**ΔE to the lowest compared entry with this formula, charge and spin**: 226.7 kJ/mol
**SMILES string**: C=C/C=C/CNC
**Total charge**: 0
**DFT total energy**: -7888.1814 eV
**Highest occupied orbital energy**: -8.26 eV
**F_max**: 1.713 eV/A
**2S+1**: 1
**Lowest unoccupied orbital energy**: 0.90 eV

Structure (XYZ):
```
18
C6H11N (ωB97M-V with the def2-TZVPD basis set)
C -3.4716 0.9142 1.3638
C -2.3532 0.9599 0.6283
C -1.1665 0.1385 0.7795
C -0.0777 0.3562 0.0288
C 1.0491 -0.6322 -0.0738
N 2.0853 -0.1808 -0.9855
C 3.0901 -1.1541 -1.3464
H -3.4972 0.6414 2.4110
H -4.3801 1.2894 0.9079
H -2.2253 1.7800 -0.0772
H -1.0356 -0.6444 1.5166
H -0.0984 1.1596 -0.7054
H 1.5321 -0.6902 0.9091
H 0.6028 -1.5873 -0.3758
H 1.6823 0.3098 -1.7720
H 3.5042 -1.4888 -0.3940
H 3.9300 -0.6782 -1.8558
H 2.7600 -1.9887 -1.9746
```

These are the Mulliken partial charges, in e, on atoms 1 to 4: atom 1 (C): -0.685, atom 2 (C): -0.244, atom 3 (C): -0.203, atom 4 (C): -0.304



Record 2
# C4H7N3

An isolated molecule of C4H7N3 (ωB97M-V with the def2-TZVPD basis set, the OMol25 dataset).

Summary:
**ΔE to the lowest compared entry with this formula, charge and spin**: 609.5 kJ/mol
**Total charge**: 0
**DFT total energy**: -8725.3623 eV
**Highest occupied orbital energy**: -7.57 eV
**F_max**: 0.713 eV/A
**2S+1**: 1
**Lowest unoccupied orbital energy**: 0.31 eV

Structure (XYZ):
```
14
C4H7N3 (ωB97M-V with the def2-TZVPD basis set)
C -2.4362 0.6021 0.5027
N -1.0447 0.9469 0.0979
C -0.2012 -0.2369 -0.0713
C 1.0708 0.0802 -0.3711
C 2.3698 -0.9555 -0.3312
N 2.0421 0.8060 -0.6266
N -0.6541 2.0855 -0.0572
H -2.9495 1.5487 0.6649
H -2.4147 0.0058 1.4201
H -2.9178 0.0283 -0.2947
H -0.5922 -1.2358 0.0592
H 3.3175 -0.7382 -0.8230
H 2.5145 -1.1727 0.7243
H 1.8956 -1.7642 -0.8941
```

These are the Mulliken partial charges, in e, on atoms 1 to 4: atom 1 (C): -0.872, atom 2 (N): 0.637, atom 3 (C): -0.568, atom 4 (C): 0.712



Record 3
# C26H19N3O4S

An isolated molecule of C26H19N3O4S (ωB97M-V with the def2-TZVPD basis set, the OMol25 dataset).

Summary:
**ΔE to the lowest compared entry with this formula, charge and spin**: 207.1 kJ/mol
**SMILES string**: O=C1CS[C@@H](c2nn(-c3ccccc3)cc2-c2cc3ccccc3oc2=O)N1Cc1ccco1
**Total charge**: 0
**DFT total energy**: -50766.1604 eV
**Highest occupied orbital energy**: -8.36 eV
**F_max**: 0.969 eV/A
**2S+1**: 1
**Lowest unoccupied orbital energy**: -0.25 eV

Structure (XYZ):
```
53
C26H19N3O4S (ωB97M-V with the def2-TZVPD basis set)
O 2.1983 3.4337 0.4360
C 1.6519 2.6903 -0.3474
C 2.2643 2.2817 -1.6728
S 1.2260 0.9834 -2.3864
C -0.1021 1.2209 -1.1292
C -0.5591 -0.0883 -0.5806
N -1.8500 -0.3643 -0.6039
N -1.9930 -1.6084 -0.1466
C -3.2685 -2.1795 -0.0527
C -3.4691 -3.4077 0.5684
C -4.7454 -3.9355 0.6414
C -5.8227 -3.2494 0.1065
C -5.6207 -2.0249 -0.5092
C -4.3504 -1.4888 -0.5918
C -0.7983 -2.1563 0.1595
C 0.1727 -1.2055 -0.0943
C 1.6079 -1.3771 0.0390
C 2.4470 -0.3959 0.4488
C 3.8601 -0.5947 0.4625
C 4.7732 0.4028 0.8247
C 6.1246 0.1481 0.7860
C 6.5917 -1.1030 0.3885
C 5.7112 -2.1019 0.0290
C 4.3420 -1.8506 0.0644
O 3.4973 -2.8511 -0.2801
C 2.1443 -2.7039 -0.3000
O 1.4763 -3.6690 -0.5804
N 0.4508 2.1115 -0.1437
C -0.3516 2.4364 1.0258
C -1.6071 3.1527 0.6560
C -2.8347 2.6856 0.2838
C -3.6241 3.8293 0.0132
C -2.8168 4.9010 0.2377
O -1.5957 4.5026 0.6238
H 2.2965 3.1453 -2.3398
H 3.2782 1.9088 -1.5281
H -0.9651 1.6858 -1.6258
H -2.6418 -3.9523 0.9940
H -4.8973 -4.8901 1.1222
H -6.8154 -3.6684 0.1686
H -6.4558 -1.4857 -0.9300
H -4.1724 -0.5415 -1.0746
H -0.6773 -3.1570 0.5139
H 2.0685 0.5579 0.7810
H 4.3974 1.3702 1.1247
H 6.8271 0.9192 1.0626
H 7.6536 -1.2938 0.3607
H 6.0547 -3.0758 -0.2808
H 0.2737 3.0807 1.6506
H -0.5964 1.5119 1.5587
H -3.1244 1.6577 0.2063
H -4.6467 3.8465 -0.3027
H -2.9874 5.9565 0.1628
```

These are the Mulliken partial charges, in e, on atoms 1 to 4: atom 1 (O): -0.669, atom 2 (C): 0.705, atom 3 (C): -0.522, atom 4 (S): -0.186



Record 4
# C62H107Cl2F15N14O10

A cluster of 14 separate species, C62H107Cl2F15N14O10 in total at a distorted geometry (ωB97M-V with the def2-TZVPD basis set, the OMol25 dataset).

Summary:
**Total charge**: 0
**DFT total energy**: -173164.3414 eV
**Highest occupied orbital energy**: -6.84 eV
**F_max**: 8.114 eV/A
**2S+1**: 1
**Lowest unoccupied orbital energy**: 0.11 eV

Structure (XYZ):
```
210
C62H107Cl2F15N14O10 (ωB97M-V with the def2-TZVPD basis set)
C 12.6796 -25.5419 -19.0299
C 12.4997 -24.0999 -19.0724
N 13.4721 -23.3680 -19.8262
C 14.8097 -23.0845 -19.4277
C 15.3781 -22.5627 -20.5386
N 14.4181 -22.4742 -21.5136
C 13.2309 -22.9017 -21.0478
C 14.4975 -22.0024 -22.9215
H 12.0136 -26.0245 -18.2909
H 13.6694 -25.6606 -18.6468
H 12.5484 -25.9358 -20.0115
H 12.6652 -23.7060 -18.0560
H 11.5019 -23.8128 -19.4578
H 15.3026 -23.4628 -18.4807
H 16.3394 -22.1810 -20.7428
H 11.0418 -21.3473 -22.6429
H 14.9760 -21.0089 -22.8665
H 13.4561 -21.8860 -23.1893
H 15.0287 -22.7672 -23.4959
C 19.2738 -20.5839 -20.1464
C 19.9766 -19.7182 -19.1404
N 19.0820 -18.8794 -18.3899
C 18.0230 -19.3341 -17.5418
C 17.3734 -18.2126 -17.1553
N 17.9182 -17.1185 -17.8118
C 18.9394 -17.5563 -18.5558
C 17.5192 -15.6593 -17.7594
H 18.6714 -20.0289 -20.8669
H 18.5626 -21.1693 -19.5462
H 19.9836 -21.3194 -20.5213
H 20.5668 -18.9666 -19.5786
H 20.5771 -20.2966 -18.4308
H 17.8610 -20.3678 -17.2303
H 16.5401 -18.1154 -16.4563
H 19.6999 -16.8603 -19.0027
H 17.2908 -15.2972 -16.7717
H 16.6586 -15.5011 -18.4336
H 18.3856 -15.1913 -18.1371
C 14.4867 -15.1894 -24.2164
C 14.7332 -15.4190 -22.7362
N 16.1513 -15.8351 -22.4669
C 16.9444 -15.7303 -21.3504
C 18.1607 -16.2874 -21.6595
N 18.0719 -16.7297 -22.9921
C 16.8409 -16.4559 -23.3871
C 18.9714 -17.6436 -23.6804
H 13.4136 -14.9122 -24.4890
H 14.4661 -16.1547 -24.7878
H 15.1386 -14.4098 -24.6746
H 14.0420 -16.1948 -22.3939
H 14.4507 -14.5193 -22.1628
H 16.6737 -15.1332 -20.5457
H 19.0700 -16.3206 -21.0481
H 16.4919 -16.7494 -24.3994
H 18.3614 -18.1832 -24.3757
H 19.3718 -18.3608 -22.9620
H 19.8116 -17.0725 -24.0700
C 21.2503 -29.2297 -20.8621
C 20.6357 -27.9702 -21.3594
N 19.8507 -27.1727 -20.3943
C 18.4919 -27.4959 -20.0985
C 18.0800 -26.6426 -19.1533
N 19.1230 -25.7864 -18.9048
C 20.1878 -26.1637 -19.6185
C 19.0640 -24.5568 -18.1421
H 21.8222 -29.7045 -21.6773
H 20.4541 -29.9143 -20.4556
H 21.9650 -28.9757 -20.0914
H 20.0195 -28.0505 -22.2324
H 21.3977 -27.3068 -21.7433
H 18.0156 -28.2653 -20.6256
H 17.1841 -26.5722 -18.5939
H 21.1787 -25.6761 -19.7301
H 19.3811 -23.6554 -18.7041
H 19.7321 -24.6334 -17.2195
H 17.9935 -24.4035 -17.9204
C 19.7861 -22.6264 -15.6200
C 20.0877 -23.7202 -14.6728
N 19.1376 -23.8555 -13.5591
C 19.2690 -24.6569 -12.4585
C 18.2415 -24.4497 -11.6378
N 17.4121 -23.6120 -12.3432
C 17.9707 -23.2166 -13.4771
C 16.0760 -23.1695 -11.9077
H 18.7170 -22.7705 -16.0105
H 20.5048 -22.4997 -16.4325
H 19.6939 -21.6834 -14.9998
H 21.0348 -23.5293 -14.1256
H 20.1560 -24.6680 -15.1936
H 20.0090 -25.4075 -12.3074
H 17.9345 -25.0496 -10.7991
H 17.3338 -19.7925 -13.7078
H 15.6850 -24.0164 -11.3467
H 15.4925 -22.8886 -12.7521
H 16.1751 -22.3164 -11.2344
C 18.3044 -23.5575 -27.0375
C 18.8723 -23.7390 -25.6518
N 19.9923 -22.8757 -25.4215
C 20.9445 -22.5245 -26.2910
C 21.9052 -21.8088 -25.6043
N 21.4573 -21.7665 -24.2917
C 20.3127 -22.4333 -24.1728
C 21.9865 -20.9526 -23.2506
H 17.3532 -24.0857 -27.1946
H 18.9641 -23.8468 -27.8698
H 18.1031 -22.4658 -27.1072
H 19.1405 -24.7988 -25.5194
H 18.0625 -23.5274 -24.9193
H 20.8839 -22.7972 -27.3268
H 22.8485 -21.3800 -25.8982
H 19.8634 -22.6066 -23.2114
H 23.0201 -20.7508 -23.5628
H 21.8656 -21.6053 -22.3499
H 21.4109 -20.0492 -23.1730
C 19.5774 -13.2169 -21.6429
C 18.4094 -12.6460 -20.8915
N 18.8177 -12.1470 -19.5647
C 17.9950 -11.3084 -18.7986
C 18.6203 -11.0508 -17.6102
N 19.7829 -11.8193 -17.6145
C 19.8614 -12.4956 -18.7788
C 20.8156 -11.8191 -16.5573
H 19.2059 -13.4857 -22.6158
H 20.0361 -14.0835 -21.1421
H 20.2958 -12.3627 -21.8379
H 17.6128 -13.3566 -20.7489
H 17.8927 -11.8071 -21.3974
H 17.0191 -11.0015 -19.1954
H 18.2743 -10.5908 -16.7498
H 20.5547 -13.3416 -18.9173
H 20.2940 -11.9123 -15.5976
H 21.3636 -10.9144 -16.6073
H 21.4403 -12.6523 -16.7568
Cl 15.0767 -13.3159 -19.2533
Cl 21.1777 -24.1591 -21.4446
C 16.0638 -18.2927 -13.1132
O 14.9348 -18.9461 -12.5808
O 16.7244 -19.0210 -14.0705
C 15.8026 -16.9168 -13.7763
F 15.5551 -16.0616 -12.7512
F 16.9086 -16.3995 -14.5047
F 14.7452 -16.8221 -14.6272
C 14.2120 -18.4342 -11.4935
C 13.6883 -19.6503 -10.7966
H 14.5395 -20.2246 -10.4163
H 12.9484 -19.3721 -10.0722
H 13.1353 -20.3609 -11.4262
H 13.3411 -17.8204 -11.8339
H 14.7616 -17.8175 -10.7732
H 16.7011 -18.0319 -12.1916
C 15.2892 -24.8189 -16.1947
O 14.9253 -23.9198 -15.2086
O 16.1309 -24.3262 -17.0954
C 16.0102 -26.0574 -15.4998
F 15.8549 -27.1529 -16.3247
F 17.3041 -26.0298 -15.2295
F 15.3712 -26.3360 -14.3787
C 13.5339 -23.8302 -14.8033
C 13.3184 -22.3668 -14.4119
H 13.9404 -22.0720 -13.5580
H 13.7584 -21.8086 -15.2232
H 12.2695 -22.0278 -14.3171
H 13.3517 -24.5131 -13.9936
H 12.8897 -24.1502 -15.5922
H 14.3283 -25.3244 -16.6363
C 10.9087 -19.5046 -21.9650
O 12.0624 -19.7190 -21.0749
O 10.9556 -20.5310 -22.9229
C 9.7571 -19.5147 -20.8979
F 8.5348 -19.3019 -21.2997
F 9.7347 -20.6066 -20.1731
F 10.0052 -18.4004 -20.1695
C 12.9595 -18.6548 -20.8584
C 13.8354 -18.9563 -19.6940
H 13.1952 -19.6401 -19.1160
H 14.6985 -19.5032 -20.0070
H 14.0827 -18.0871 -19.0452
H 12.3113 -17.7532 -20.8528
H 13.5874 -18.5788 -21.7622
H 11.0347 -18.5994 -22.5495
C 21.9946 -15.7611 -18.7805
O 22.6707 -16.9847 -19.2215
O 20.8977 -15.3959 -19.3388
C 21.9096 -15.9551 -17.1919
F 21.6196 -17.1398 -16.6848
F 23.0621 -15.5544 -16.5744
F 20.9281 -15.1042 -16.8062
C 22.2420 -17.3828 -20.5519
C 22.9987 -18.7539 -20.8179
H 22.4990 -19.1378 -21.7543
H 24.0303 -18.5322 -20.9231
H 22.8220 -19.5115 -20.0638
H 22.5693 -16.6567 -21.2972
H 21.1434 -17.5195 -20.5466
H 22.8086 -15.0294 -18.7965
C 18.3799 -19.9361 -26.6713
O 19.3295 -18.7509 -26.8016
O 18.5487 -20.5429 -25.4756
C 16.9664 -19.3717 -26.7670
F 16.8027 -18.9468 -28.1152
F 16.0560 -20.2589 -26.4980
F 16.5668 -18.2752 -26.0408
C 20.5765 -19.0220 -27.2877
C 21.1909 -17.6590 -27.8147
H 21.3517 -17.0391 -26.9200
H 22.1804 -17.8584 -28.2452
H 20.5668 -17.1346 -28.5085
H 20.5035 -19.7925 -28.0913
H 21.2682 -19.4140 -26.5379
H 18.6666 -20.5500 -27.5009
```

These are the Mulliken partial charges, in e, on atoms 1 to 4: atom 1 (C): -0.916, atom 2 (C): -0.456, atom 3 (N): 0.739, atom 4 (C): 0.379



Record 5
# C40H94BF2N6O4S2

A cluster of 7 separate species, C40H94BF2N6O4S2 in total at a distorted geometry (ωB97M-V with the def2-TZVPD basis set, the OMol25 dataset).

Summary:
**ΔE to the lowest compared entry with this formula, charge and spin**: 895.0 kJ/mol
**Total charge**: +3
**DFT total energy**: -87881.2418 eV
**Highest occupied orbital energy**: -12.10 eV
**F_max**: 10.710 eV/A
**2S+1**: 1
**Lowest unoccupied orbital energy**: -5.29 eV

Structure (XYZ):
```
149
C40H94BF2N6O4S2 (ωB97M-V with the def2-TZVPD basis set)
B 1.7483 14.6610 -11.9930
H 1.6090 13.5977 -12.1117
H 2.1554 15.0093 -12.9296
H 0.7724 15.0644 -11.7711
H 2.4474 14.8116 -11.1850
C 6.3733 19.0348 -8.5428
C 5.2949 18.9442 -9.6374
C 5.0358 20.3644 -10.1009
N 3.7253 20.5757 -10.8948
C 4.1771 20.0958 -12.3154
C 3.1808 22.0181 -11.1402
C 1.6532 21.8925 -11.5371
C 1.2684 20.8579 -10.4967
C 2.4836 19.8245 -10.3347
H 6.7586 18.1264 -8.0797
H 6.0623 19.4876 -7.6013
H 7.2412 19.5195 -8.9898
H 4.4377 18.3544 -9.3126
H 5.6094 18.4624 -10.5632
H 5.8734 20.8637 -10.5881
H 4.9296 21.0802 -9.2857
H 4.6651 20.9658 -12.7549
H 3.2997 19.9648 -12.9488
H 4.7140 19.1477 -12.3443
H 3.6694 22.5938 -11.9262
H 3.1862 22.5006 -10.1629
H 1.7590 21.5512 -12.5669
H 1.1409 22.8479 -11.4234
H 0.4241 20.3455 -10.9578
H 0.9493 21.3523 -9.5791
H 2.4369 18.9159 -10.9351
H 2.6148 19.6727 -9.2633
C 8.2875 15.6397 -15.7107
C 8.1643 14.5633 -14.6194
C 6.8601 13.8274 -14.7211
N 6.9151 12.5208 -13.8498
C 7.0025 12.8302 -12.3332
C 7.9747 11.4541 -14.3470
C 7.3548 10.9187 -15.6052
C 5.8943 10.8717 -15.3120
C 5.6604 11.6662 -14.0604
H 7.4554 16.3245 -15.8742
H 8.4496 15.2412 -16.7122
H 9.1912 16.2278 -15.5510
H 8.0812 14.9513 -13.6042
H 9.0355 13.9088 -14.5920
H 6.8203 13.5685 -15.7792
H 6.0081 14.4050 -14.3626
H 6.0876 13.3196 -11.9990
H 7.8138 13.4936 -12.0336
H 7.0931 11.8684 -11.8283
H 8.0042 10.7192 -13.5425
H 8.9826 11.8518 -14.4653
H 7.7074 9.9114 -15.8267
H 7.6420 11.6798 -16.3307
H 5.5516 9.8599 -15.0954
H 5.2707 11.1093 -16.1739
H 5.4363 11.2111 -13.0956
H 4.8442 12.3593 -14.2638
C -2.4023 14.7448 -7.1255
C -3.5046 14.8734 -6.0357
C -4.7605 15.6521 -6.5056
N -5.9367 15.3880 -5.4926
C -5.7067 15.9318 -4.1068
C -6.2428 13.8453 -5.3613
C -7.6695 13.6681 -4.7869
C -8.3571 15.0003 -5.0368
C -7.3873 15.8045 -5.8624
H -2.3391 15.7320 -7.5832
H -2.7955 14.1053 -7.9157
H -1.4562 14.4600 -6.6652
H -2.9674 15.1533 -5.1295
H -3.8620 13.8480 -5.9409
H -5.2442 15.4538 -7.4620
H -4.4794 16.7051 -6.4893
H -5.5426 16.9973 -4.2681
H -4.7567 15.4525 -3.8705
H -6.4969 15.7761 -3.3725
H -5.4013 13.4707 -4.7786
H -6.1818 13.6472 -6.4314
H -7.4908 13.3491 -3.7600
H -8.1929 12.8990 -5.3549
H -8.5655 15.5989 -4.1500
H -9.2961 14.8476 -5.5689
H -7.4689 16.8832 -5.7284
H -7.4799 15.7511 -6.9472
C -4.7761 9.4378 -10.8852
C -3.3671 8.7226 -11.0974
C -2.2750 9.2840 -10.1964
N -0.9259 8.5625 -10.2502
C 0.0595 9.1445 -9.1367
C -0.2468 8.3483 -11.6529
C 0.6162 7.1749 -11.5955
C 0.2306 6.2861 -10.4148
C -0.9822 6.9855 -9.8113
H -5.2462 9.1453 -9.9464
H -5.3778 9.1917 -11.7601
H -4.5855 10.4893 -10.6704
H -3.1655 8.7167 -12.1685
H -3.5648 7.6937 -10.7966
H -2.7774 9.2644 -9.2292
H -1.8770 10.2665 -10.4502
H -0.3515 9.1328 -8.1272
H 0.3559 10.1007 -9.5678
H 0.9978 8.5931 -9.0760
H 0.2203 9.2983 -11.9123
H -1.0160 8.1140 -12.3888
H 1.6682 7.4603 -11.5975
H 0.3961 6.5527 -12.4630
H 1.0780 6.4117 -9.7409
H 0.2642 5.2171 -10.6251
H -0.9186 6.8892 -8.7274
H -1.7758 6.5641 -10.4284
C -1.9209 19.1093 -17.8768
C -0.9027 18.0279 -17.3231
C -0.9671 16.7919 -18.2621
N -0.0334 15.6138 -17.8904
C -0.6676 14.7144 -16.7590
C 1.3195 16.1420 -17.5393
C 2.0417 16.3248 -18.8236
C 1.5657 15.1421 -19.6988
C 0.2836 14.7844 -19.1355
H -1.6026 19.6573 -18.7636
H -2.0668 19.8821 -17.1221
H -2.9222 18.7407 -18.0997
H -1.2143 17.7175 -16.3258
H 0.1064 18.4358 -17.2630
H -0.6968 17.1140 -19.2678
H -1.9500 16.3807 -18.4922
H -0.9033 15.3187 -15.8830
H 0.1765 14.0899 -16.4666
H -1.5173 14.1866 -17.1922
H 1.8903 15.3540 -17.0480
H 1.6706 17.0533 -17.0552
H 3.1222 16.3867 -18.6937
H 1.7502 17.2703 -19.2809
H 2.2835 14.3262 -19.6140
H 1.4992 15.4030 -20.7550
H 0.2004 13.7439 -18.8218
H -0.5873 14.8101 -19.7903
N -7.4660 16.1884 -11.5168
S -8.5066 15.5505 -12.3714
O -8.3725 14.1152 -12.4273
O -9.1080 16.3482 -13.4882
F -9.6773 15.7380 -11.2327
S -6.2778 15.9720 -12.6392
O -6.2917 16.8373 -13.8268
O -5.8052 14.6254 -13.0456
F -4.9550 16.4488 -11.8076
```

These are the Mulliken partial charges, in e, on atoms 1 to 4: atom 1 (B): 0.428, atom 2 (H): -0.356, atom 3 (H): -0.402, atom 4 (H): -0.278